Computed, not measured: C27H43BrN2O2P2Ti as an isolated structure, with ωB97M-V/def2-TZVPD.

```
! RIJCOSX wB97M-V def2-TZVPD def2/J DEFGRID3
* xyz 2 3
C 1.83 -3.65 -0.95
C 1.76 -2.30 -1.32
C 1.75 -1.98 -2.70
C 1.66 -3.03 -3.62
N 1.61 -4.31 -3.24
C 1.74 -4.63 -1.95
C 1.62 -1.27 -0.30
C 2.17 -0.38 0.48
C 3.32 0.32 1.00
C 3.12 1.39 1.90
C 4.20 2.13 2.38
C 5.50 1.76 1.99
C 5.72 0.69 1.10
C 4.62 -0.01 0.60
Ti 0.08 -0.21 0.75
P -1.66 -1.51 -0.32
H 1.79 -0.95 -3.04
H 1.91 -3.93 0.10
H 1.60 -2.82 -4.69
H 1.76 -5.69 -1.67
H 4.76 -0.83 -0.10
H 2.11 1.64 2.23
H 6.73 0.43 0.81
H 4.04 2.96 3.05
C -3.32 -0.99 0.28
C -4.52 -1.28 -0.62
H -3.26 0.09 0.49
H -3.45 -1.47 1.25
H -5.43 -0.87 -0.17
H -4.43 -0.82 -1.61
H -4.69 -2.36 -0.75
C -1.68 -1.39 -2.16
C -2.26 -2.59 -2.90
H -0.64 -1.25 -2.47
H -2.21 -0.47 -2.43
H -2.22 -2.41 -3.99
H -1.69 -3.51 -2.71
H -3.31 -2.77 -2.65
C -1.50 -3.28 0.13
C -2.77 -4.12 0.09
H -1.09 -3.29 1.16
H -0.71 -3.71 -0.50
H -2.56 -5.15 0.38
H -3.54 -3.74 0.78
H -3.21 -4.16 -0.92
Br 6.98 2.73 2.69
P -0.06 1.97 -0.32
C -1.51 2.15 -1.42
C -2.01 3.58 -1.65
H -2.32 1.54 -1.01
H -1.23 1.68 -2.38
H -2.89 3.55 -2.31
H -2.33 4.05 -0.72
H -1.27 4.22 -2.15
C -0.22 3.26 0.98
C 0.25 4.67 0.62
H 0.34 2.91 1.86
H -1.27 3.26 1.29
H 0.11 5.32 1.49
H 1.32 4.69 0.37
H -0.33 5.11 -0.20
C 1.43 2.40 -1.30
C 1.28 3.44 -2.40
H 1.80 1.46 -1.73
H 2.19 2.71 -0.57
H 2.25 3.55 -2.91
H 0.55 3.15 -3.16
H 1.02 4.44 -2.01
N -0.70 -0.72 5.17
C -1.14 0.59 4.62
C -1.08 0.42 3.12
O -1.78 1.04 2.29
O -0.23 -0.50 2.75
H -1.34 -1.48 4.90
H -0.67 -0.74 6.19
H 0.24 -0.94 4.80
H -2.14 0.82 4.98
H -0.45 1.36 4.94
*
```

Properties
**Electronic energy**: -5420.2817 a.u.
**Lowest unoccupied orbital energy (alpha / beta)**: -0.2115 / -0.2622 Ha
**HOMO-LUMO gap (alpha / beta)**: 0.2849 / 0.2358 hartree
**Maximum force**: 3.88 eV/Å
**Energy above the lowest of the compared OMol25 structures with the same formula, charge and spin**: 0.00 kJ/mol



Computed, not measured: C27H43CoN7O5PSTe as an isolated structure, with ωB97M-V/def2-TZVPD.

```
! RIJCOSX wB97M-V def2-TZVPD def2/J DEFGRID3
* xyz 2 5
Co -0.34 -0.27 0.07
C -2.67 4.41 -4.45
O -3.05 4.86 -3.14
C -2.52 4.25 -2.09
C -2.89 4.77 -0.83
C -2.41 4.19 0.31
C -1.52 3.09 0.27
C -1.09 2.44 1.49
C -1.42 3.06 2.82
O -0.47 1.36 1.50
C -1.14 2.62 -1.00
O -0.23 1.60 -1.13
C -1.63 3.18 -2.16
H -3.19 5.06 -5.14
H -2.97 3.38 -4.61
H -1.59 4.52 -4.60
H -3.56 5.62 -0.80
H -2.72 4.59 1.26
H -1.06 4.09 2.87
H -0.96 2.48 3.62
H -2.51 3.08 2.97
H -1.30 2.77 -3.10
C -1.93 -1.54 5.09
C -1.77 -1.86 3.64
C -1.83 -3.06 2.96
C -1.54 -2.76 1.62
N -1.31 -1.44 1.49
N -1.46 -0.93 2.73
C -1.50 -3.70 0.47
H -2.42 -2.36 5.61
H -2.52 -0.63 5.23
H -0.95 -1.38 5.55
H -2.05 -4.03 3.37
H -1.32 0.06 2.88
H -1.44 -4.73 0.83
H -0.65 -3.50 -0.18
H -2.41 -3.62 -0.13
C -3.88 -1.88 -3.75
C -4.00 -1.55 -2.28
N -2.67 -1.23 -1.76
C -1.49 -1.72 -2.24
N -0.38 -1.39 -1.60
C 0.90 -1.87 -2.15
C 0.75 -3.20 -2.85
C -0.32 -3.06 -3.91
N -1.54 -2.50 -3.33
C -2.80 -2.93 -3.93
H -3.62 -0.98 -4.31
H -4.83 -2.25 -4.13
H -4.43 -2.40 -1.74
H -4.64 -0.69 -2.13
H -2.62 -0.74 -0.89
H 1.60 -1.95 -1.32
H 1.31 -1.13 -2.84
H 0.45 -3.97 -2.14
H 1.69 -3.50 -3.31
H -0.57 -4.03 -4.34
H 0.03 -2.42 -4.72
H -3.12 -3.88 -3.49
H -2.62 -3.11 -4.99
N 5.16 -1.17 -0.20
C 4.44 -0.44 0.91
P 2.99 0.33 0.04
O 3.39 0.12 -1.41
O 1.72 -0.32 0.56
C 3.02 2.10 0.39
N 2.13 2.73 -0.60
H 6.15 -0.94 -0.26
H 4.64 -0.80 -1.06
H 5.06 -2.18 -0.14
H 5.10 0.32 1.33
H 4.13 -1.12 1.69
H 4.05 2.46 0.34
H 2.63 2.26 1.40
H 0.70 1.98 -0.88
H 2.55 2.67 -1.52
H 2.00 3.71 -0.39
Te 1.73 0.43 3.55
C 3.66 0.35 4.28
C 4.36 -0.72 4.78
C 5.68 -0.40 5.16
C 5.98 0.92 4.94
S 4.66 1.76 4.28
H 3.92 -1.71 4.88
H 6.38 -1.10 5.60
H 6.91 1.44 5.16
*
```

Properties
**Electronic energy**: -4204.1315 a.u.
**Lowest unoccupied orbital energy (alpha / beta)**: -0.1766 / -0.2220 Ha
**HOMO-LUMO gap (alpha / beta)**: 0.2772 / 0.2355 hartree
**Maximum force**: 0.78 eV/Å



Computed, not measured: C27H44AlN3P3S as an isolated structure, with ωB97M-V/def2-TZVPD.

```
! RIJCOSX wB97M-V def2-TZVPD def2/J DEFGRID3
* xyz 3 1
Al 0.20 0.55 -1.35
P -1.45 2.15 -1.02
P -2.31 -1.68 0.91
P 2.34 2.20 -1.12
H -2.42 -4.50 -1.80
C -1.56 -4.04 -2.29
C -0.29 -4.40 -1.97
H -0.09 -5.13 -1.18
C -2.43 2.22 -2.55
C -2.71 1.92 0.26
C -0.90 3.87 -0.76
C -1.37 -3.19 1.07
C -2.78 -1.10 2.53
C -3.77 -1.99 -0.07
C 3.79 1.17 -1.55
C 2.88 2.90 0.48
C 2.69 3.65 -2.20
H -1.80 -3.39 -3.13
H 0.59 -4.06 -2.53
H -3.11 3.09 -2.49
H -3.02 1.30 -2.65
H -1.78 2.31 -3.43
H -3.42 2.76 0.23
H -2.26 1.88 1.26
H -3.27 0.98 0.10
H -1.77 4.53 -0.88
H -0.12 4.16 -1.48
H -0.50 4.00 0.25
H -2.01 -3.94 1.57
H -0.46 -3.02 1.66
H -1.08 -3.58 0.09
H -3.43 -1.87 2.98
H -3.32 -0.15 2.47
H -1.92 -0.94 3.17
H -4.38 -2.74 0.46
H -3.50 -2.38 -1.05
H -4.35 -1.08 -0.21
H 4.63 1.84 -1.72
H 3.59 0.59 -2.46
H 4.02 0.49 -0.72
H 3.98 2.84 0.53
H 2.45 2.34 1.31
H 2.57 3.94 0.53
H 3.59 3.45 -2.80
H 2.89 4.53 -1.58
H 1.85 3.86 -2.87
C 1.02 -0.25 -4.52
C 0.56 -0.07 -5.84
C 0.78 -1.07 -6.78
C 1.48 -2.23 -6.42
C 1.95 -2.40 -5.11
C 1.72 -1.40 -4.16
S 0.83 1.13 -3.47
H -1.50 -0.67 0.33
H 0.09 0.88 -6.10
H 0.41 -0.92 -7.79
H 1.68 -2.98 -7.18
H 2.52 -3.28 -4.84
H 2.14 -1.47 -3.15
N -0.49 0.80 9.17
C -0.23 0.61 8.05
C 0.10 0.39 6.66
C -0.52 1.15 5.67
C -0.19 0.97 4.32
C 0.75 -0.01 3.96
C 1.35 -0.80 4.95
C 1.04 -0.58 6.30
N 1.03 -0.24 2.59
C 1.91 -1.19 2.05
C 1.84 -1.09 0.70
N 0.88 -0.14 0.38
C 0.44 0.38 1.56
H -1.26 1.90 5.94
H -0.67 1.58 3.56
H 2.06 -1.58 4.68
H 1.52 -1.18 7.08
H 2.50 -1.82 2.66
H 2.45 -1.54 -0.06
H -0.19 1.27 1.64
*
```

Properties
**Electronic energy**: -2883.2702 a.u.
**Lowest unoccupied orbital energy**: -0.3657 Ha
**HOMO-LUMO gap**: 0.2089 hartree
**Maximum force**: 3.50 eV/Å
**Energy above the lowest of the compared OMol25 structures with the same formula, charge and spin**: 0.00 kJ/mol



| no. | M (g mol⁻¹) |
| --- | --- |
| 1 | 617.372 |
| 2 | 795.259 |
| 3 | 562.641 |